Formula: C44H58NO
Source: the OMol25 dataset
Level of theory: wB97M-V/def2-TZVPD

Electronic energy ... -1840.7821 a.u.
HOMO level ... -9.40 eV
Orbital gap ... 0.230 Ha

ORCA input file:
```
! wB97M-V def2-TZVPD RIJCOSX def2/J DEFGRID3
* xyz 1 1
C 2.921 -0.792 0.058
C 3.168 -0.990 -1.563
C 2.971 0.361 -2.510
C 3.515 -2.355 -2.130
C 2.350 -3.031 -3.087
C 2.733 -4.509 -3.684
C 1.396 -5.009 -4.555
C 1.829 -5.692 -6.010
C 0.443 -6.058 -3.690
C -0.702 -5.281 -2.776
C -1.748 -4.374 -3.677
C -1.516 -2.755 -3.561
O -2.437 -2.112 -2.592
C -3.746 -2.113 -3.312
C -4.123 -3.631 -3.850
N -3.197 -4.682 -3.245
H 2.396 0.266 0.209
H 3.956 -0.793 0.607
H 2.177 -1.630 0.439
H 1.932 0.868 -2.213
H 2.892 -0.002 -3.637
H 3.845 1.136 -2.354
H 4.542 -2.887 -1.848
H 2.021 -2.352 -3.989
H 1.406 -3.186 -2.375
H 3.710 -4.530 -4.348
H 2.908 -5.218 -2.754
H 0.779 -4.020 -4.816
H 3.015 -5.731 -6.140
H 1.447 -4.992 -6.886
H 1.421 -6.802 -6.130
H 1.168 -6.590 -2.910
H -0.063 -6.864 -4.393
H -1.369 -6.104 -2.226
H -0.174 -4.624 -1.933
H -1.560 -4.674 -4.798
H -0.430 -2.426 -3.270
H -1.725 -2.284 -4.632
H -4.633 -1.751 -2.634
H -3.652 -1.358 -4.208
H -5.251 -3.860 -3.547
H -4.039 -3.703 -5.036
H -3.230 -4.679 -2.183
H -3.462 -5.670 -3.535
C 0.462 0.595 2.963
C 1.578 0.060 3.605
C 1.968 0.549 4.851
C 1.235 1.567 5.461
C 0.116 2.099 4.821
C -0.268 1.617 3.571
H 0.160 0.216 1.990
H 2.146 -0.738 3.132
H 2.842 0.136 5.348
H 1.536 1.945 6.435
H -0.456 2.892 5.298
H -1.137 2.036 3.070
C 7.873 -0.984 6.174
C 7.228 -0.729 4.964
C 5.906 -1.132 4.778
C 5.224 -1.782 5.808
C 5.868 -2.034 7.019
C 7.193 -1.639 7.201
H 8.904 -0.673 6.316
H 7.757 -0.216 4.164
H 5.406 -0.939 3.833
H 4.193 -2.092 5.665
H 5.336 -2.539 7.822
H 7.696 -1.840 8.143
C -2.230 5.210 0.456
C -3.509 5.186 -0.100
C -4.029 3.995 -0.604
C -3.273 2.824 -0.544
C -1.996 2.846 0.014
C -1.472 4.040 0.510
H -1.823 6.139 0.846
H -4.100 6.098 -0.140
H -5.023 3.979 -1.043
H -3.681 1.894 -0.933
H -1.408 1.933 0.062
H -0.474 4.058 0.941
C -1.402 7.341 6.434
C -2.001 7.662 7.651
C -1.855 6.811 8.747
C -1.101 5.643 8.627
C -0.499 5.324 7.411
C -0.652 6.170 6.312
H -1.518 8.002 5.579
H -2.582 8.575 7.746
H -2.327 7.058 9.694
H -0.983 4.983 9.482
H 0.090 4.415 7.318
H -0.188 5.918 5.363
C -4.938 1.597 -7.127
C -3.822 1.062 -6.486
C -3.432 1.551 -5.239
C -4.165 2.569 -4.629
C -5.284 3.101 -5.269
C -5.668 2.619 -6.520
H -5.240 1.218 -8.100
H -3.254 0.264 -6.958
H -2.558 1.138 -4.742
H -3.864 2.947 -3.655
H -5.856 3.894 -4.793
H -6.537 3.038 -7.021
*
```

Formula: C44H58O4PbS2Se
Source: the OMol25 dataset
Level of theory: wB97M-V/def2-TZVPD

Electronic energy ... -5403.0629 a.u.
HOMO level ... -7.07 eV
Orbital gap ... 0.266 Ha

ORCA input file:
```
! wB97M-V def2-TZVPD RIJCOSX def2/J DEFGRID3
* xyz 0 1
Pb 1.083 1.967 -0.650
C -2.656 -3.163 4.445
C -1.597 -3.494 3.383
C -0.493 -4.352 4.021
C -2.268 -4.314 2.280
C -0.982 -2.207 2.837
C -0.916 -1.915 1.491
C -0.320 -0.734 1.059
Se -0.164 -0.489 -0.844
C 1.486 -1.445 -1.120
C 1.388 -2.821 -1.250
C 2.524 -3.593 -1.397
C 3.743 -2.913 -1.432
C 3.880 -1.534 -1.322
C 2.706 -0.743 -1.145
O 2.772 0.568 -1.009
C 5.270 -0.876 -1.381
C 6.381 -1.908 -1.578
C 5.557 -0.131 -0.066
C 5.335 0.102 -2.567
C 2.400 -5.113 -1.507
C 1.709 -5.659 -0.249
C 3.761 -5.802 -1.637
C 1.565 -5.471 -2.745
C 0.213 0.236 1.925
O 0.688 1.385 1.498
C 0.192 -0.092 3.319
C -0.403 -1.278 3.712
C 0.839 0.846 4.348
C 0.106 2.199 4.366
C 2.323 1.059 3.999
C 0.781 0.266 5.762
H -3.125 -4.082 4.808
H -3.434 -2.520 4.025
H -2.219 -2.650 5.304
H -0.913 -5.284 4.414
H -0.011 -3.822 4.845
H 0.273 -4.600 3.283
H -2.756 -5.187 2.719
H -1.539 -4.673 1.548
H -3.028 -3.728 1.756
H -1.310 -2.593 0.744
H 0.403 -3.277 -1.215
H 4.643 -3.497 -1.552
H 6.421 -2.618 -0.747
H 7.344 -1.394 -1.623
H 6.253 -2.462 -2.512
H 5.576 -0.832 0.773
H 4.795 0.619 0.129
H 6.532 0.364 -0.123
H 5.204 -0.436 -3.511
H 6.308 0.602 -2.587
H 4.556 0.856 -2.489
H 2.289 -5.407 0.642
H 1.615 -6.748 -0.307
H 0.707 -5.238 -0.128
H 4.395 -5.597 -0.771
H 4.287 -5.478 -2.538
H 3.616 -6.883 -1.702
H 0.573 -5.016 -2.702
H 1.439 -6.555 -2.821
H 2.062 -5.116 -3.651
H -0.419 -1.512 4.769
H 0.112 2.652 3.377
H 0.598 2.882 5.066
H -0.931 2.067 4.685
H 2.431 1.537 3.029
H 2.850 0.101 3.973
H 2.796 1.693 4.755
H -0.250 0.151 6.108
H 1.290 0.944 6.450
H 1.282 -0.704 5.817
O 0.381 1.779 -3.293
S -0.279 2.665 -4.305
C -0.204 4.354 -3.568
C -1.360 5.317 -3.830
C -2.511 5.243 -2.820
C -2.141 5.768 -1.431
S -1.960 4.416 -0.172
O -1.798 3.138 -0.934
C -3.640 4.419 0.446
C -4.490 3.386 0.100
C -5.764 3.352 0.655
C -6.161 4.333 1.552
C -5.292 5.363 1.897
C -4.020 5.405 1.349
C -2.037 2.313 -4.243
C -2.522 1.489 -3.244
C -3.872 1.165 -3.231
C -4.715 1.650 -4.221
C -4.209 2.441 -5.246
C -2.861 2.761 -5.270
H 0.726 4.746 -3.983
H -0.052 4.162 -2.505
H -1.759 5.148 -4.831
H -0.958 6.333 -3.824
H -2.846 4.208 -2.728
H -3.352 5.818 -3.209
H -2.893 6.450 -1.035
H -1.176 6.280 -1.422
H -4.147 2.625 -0.591
H -6.443 2.551 0.391
H -7.148 4.293 1.997
H -5.602 6.123 2.604
H -3.326 6.195 1.620
H -1.848 1.119 -2.484
H -4.259 0.526 -2.447
H -5.768 1.392 -4.211
H -4.860 2.793 -6.036
H -2.451 3.342 -6.088
*
```

Formula: C44H59F9N3O9P2
Source: the OMol25 dataset
Level of theory: wB97M-V/def2-TZVPD

Electronic energy ... -4134.4755 a.u.
HOMO level ... -10.25 eV
Orbital gap ... 0.252 Ha

ORCA input file:
```
! wB97M-V def2-TZVPD RIJCOSX def2/J DEFGRID3
* xyz 1 1
C 0.290 0.372 4.664
C -0.423 -0.309 3.491
N -0.279 0.273 2.167
C -1.389 1.080 1.693
C -1.764 2.213 2.679
C -1.200 1.585 0.230
C -1.693 0.408 -0.680
C -1.588 0.627 -2.209
C -2.949 0.676 -2.938
C -2.804 0.085 -4.343
O -2.979 -1.339 -4.305
C -1.880 -2.069 -4.641
O -1.232 -1.913 -5.631
P -2.372 3.019 -0.172
C -4.126 2.617 0.164
C -5.121 2.934 -0.991
C -2.006 3.943 -1.710
C -2.694 5.336 -1.644
N 0.266 1.826 -0.096
C 0.948 3.083 0.375
F 0.065 4.084 0.456
F 1.786 3.419 -0.639
C 1.774 3.164 1.702
F 3.017 2.678 1.555
F 1.146 2.530 2.703
C 1.960 4.659 2.172
F 0.854 5.101 2.770
F 2.296 5.446 1.134
C 3.152 4.776 3.211
F 2.937 5.912 3.901
F 3.176 3.766 4.076
F 4.318 4.896 2.590
C 1.009 0.505 0.019
P 2.809 0.558 -0.589
C 3.366 -1.184 -0.734
C 2.543 0.990 -2.381
C 0.718 -0.325 1.303
N 1.948 -0.409 2.139
C 0.439 -1.822 0.911
C -0.997 -2.334 1.152
C -1.058 -3.660 1.937
C -2.523 -4.080 2.076
O -3.107 -3.482 3.242
H -0.244 1.224 5.081
H 0.388 -0.362 5.467
H 1.302 0.661 4.395
H -1.496 -0.347 3.725
H -0.111 -1.353 3.478
H -2.292 0.452 1.653
H -1.426 1.970 3.684
H -2.843 2.331 2.748
H -1.290 3.160 2.431
H -2.733 0.229 -0.427
H -1.179 -0.526 -0.448
H -1.080 -0.252 -2.621
H -0.971 1.484 -2.502
H -3.692 0.106 -2.382
H -3.295 1.699 -3.081
H -3.543 0.512 -5.022
H -1.830 0.346 -4.763
H -1.634 -2.848 -3.902
H -4.425 3.197 1.034
H -4.284 1.575 0.454
H -4.634 3.248 -1.911
H -5.765 2.077 -1.174
H -5.768 3.755 -0.686
H -2.304 3.476 -2.655
H -0.934 4.133 -1.787
H -2.105 6.093 -2.153
H -2.771 5.622 -0.592
H -3.715 5.294 -2.016
H 0.242 1.950 -1.119
H 0.587 -0.076 -0.803
H 4.179 -1.351 -0.029
H 2.608 -1.950 -0.571
H 3.776 -1.355 -1.730
H 2.287 0.088 -2.940
H 1.745 1.718 -2.532
H 3.488 1.400 -2.728
H 2.606 -1.083 1.768
H 2.432 0.479 2.203
H 1.113 -2.477 1.462
H 0.675 -2.006 -0.140
H -1.652 -1.600 1.624
H -1.453 -2.560 0.183
H -0.555 -4.405 1.313
H -0.588 -3.566 2.913
H -2.647 -5.161 2.106
H -3.098 -3.705 1.221
H -3.368 -2.595 2.972
C -6.223 -4.202 2.310
C -7.038 -5.201 1.977
C -7.963 -5.088 0.821
O -8.706 -5.993 0.515
C -7.943 -3.817 0.050
C -7.128 -2.820 0.383
C -6.205 -2.937 1.537
O -5.458 -2.023 1.838
H -5.537 -4.263 3.146
H -7.067 -6.134 2.524
H -8.626 -3.755 -0.789
H -7.099 -1.886 -0.164
C 3.441 -4.678 -4.895
C 2.712 -4.364 -3.828
C 3.196 -4.649 -2.455
O 2.529 -4.361 -1.480
C 4.522 -5.296 -2.314
C 5.253 -5.610 -3.379
C 4.772 -5.325 -4.756
O 5.436 -5.606 -5.726
H 3.108 -4.481 -5.906
H 1.739 -3.894 -3.907
H 4.853 -5.494 -1.302
H 6.224 -6.083 -3.300
C 7.098 2.749 1.841
C 6.521 1.863 1.035
C 7.117 1.513 -0.277
O 6.583 0.705 -1.010
C 8.381 2.186 -0.660
C 8.960 3.074 0.145
C 8.365 3.426 1.460
O 8.889 4.232 2.194
H 6.682 3.020 2.804
H 5.597 1.358 1.290
H 8.797 1.914 -1.621
H 9.882 3.578 -0.114
*
```

Formula: C44H59N2O11P
Source: the OMol25 dataset
Level of theory: wB97M-V/def2-TZVPD

Electronic energy ... -2990.5290 a.u.
HOMO level ... -7.59 eV
SMILES string ... CCP(CC)[C@H](C#N)[C@](C#N)(C[C@@H](C)OCc1ccccc1)c1ccccc1.O=C1CCCO1.O=C1CCCO1.O=C1CCCO1.O=C1CCCO1.O=C1CCCO1
Orbital gap ... 0.291 Ha

ORCA input file:
```
! wB97M-V def2-TZVPD RIJCOSX def2/J DEFGRID3
* xyz 0 1
C -4.011 4.375 0.341
C -2.572 4.077 -0.090
P -2.503 2.873 -1.478
C -1.304 3.345 -2.805
C -0.796 4.782 -2.711
C -2.130 1.167 -0.830
C -3.114 0.944 0.217
N -3.835 0.776 1.086
C -0.620 0.840 -0.347
C 0.102 2.073 -0.082
N 0.556 3.099 0.109
C 0.026 0.072 -1.509
C 1.563 0.013 -1.532
C 2.240 -0.248 -0.197
O 1.858 -1.099 -2.399
C 2.786 -0.793 -3.420
C 4.231 -0.926 -3.001
C 5.177 -0.084 -3.572
C 6.520 -0.173 -3.219
C 6.916 -1.113 -2.277
C 5.972 -1.958 -1.712
C 4.638 -1.880 -2.075
C -0.705 -0.016 0.919
C -0.949 -1.380 0.809
C -1.035 -2.188 1.930
C -0.905 -1.656 3.206
C -0.682 -0.289 3.321
C -0.572 0.517 2.196
H -4.671 3.536 0.141
H -4.051 4.550 1.415
H -4.382 5.287 -0.113
H -2.072 3.643 0.778
H -2.027 4.989 -0.316
H -1.853 3.251 -3.739
H -0.446 2.675 -2.899
H -0.398 5.030 -1.732
H -0.030 4.966 -3.460
H -1.593 5.493 -2.925
H -2.349 0.445 -1.614
H -0.350 -0.940 -1.600
H -0.267 0.584 -2.427
H 1.929 0.935 -1.984
H 3.304 -0.037 -0.297
H 1.868 0.363 0.622
H 2.154 -1.294 0.084
H 2.627 -1.541 -4.205
H 2.594 0.173 -3.890
H 4.875 0.655 -4.304
H 7.218 0.508 -3.684
H 7.962 -1.152 -2.006
H 6.319 -2.680 -0.985
H 3.898 -2.529 -1.628
H -1.091 -1.871 -0.141
H -1.218 -3.246 1.802
H -0.988 -2.290 4.075
H -0.594 0.148 4.305
H -0.400 1.579 2.323
O -1.294 -6.181 3.540
C -1.599 -6.547 2.441
C -1.378 -7.920 1.832
C -1.591 -7.656 0.342
C -2.570 -6.492 0.366
O -2.245 -5.754 1.561
H -2.122 -8.606 2.240
H -0.377 -8.282 2.053
H -1.961 -8.514 -0.215
H -0.652 -7.339 -0.113
H -3.609 -6.821 0.438
H -2.466 -5.837 -0.496
O 4.290 -8.639 5.696
C 3.167 -8.229 5.710
C 2.714 -6.787 5.859
C 1.234 -6.939 6.200
C 0.885 -8.244 5.504
O 2.089 -9.034 5.549
H 2.865 -6.276 4.907
H 3.275 -6.289 6.644
H 0.612 -6.106 5.878
H 1.115 -7.051 7.279
H 0.609 -8.091 4.459
H 0.084 -8.784 6.004
O -1.348 -3.942 -2.390
C -0.454 -4.377 -3.059
C 0.664 -3.599 -3.722
C 1.225 -4.611 -4.719
C 0.920 -5.933 -4.027
O -0.294 -5.703 -3.289
H 1.390 -3.323 -2.959
H 0.279 -2.707 -4.208
H 2.282 -4.479 -4.943
H 0.673 -4.548 -5.658
H 1.702 -6.221 -3.321
H 0.760 -6.749 -4.727
O 2.156 8.567 -1.595
C 2.368 7.685 -0.815
C 3.171 7.768 0.470
C 3.421 6.297 0.797
C 2.204 5.621 0.179
O 1.870 6.436 -0.964
H 2.561 8.260 1.230
H 4.090 8.325 0.312
H 3.531 6.090 1.860
H 4.328 5.960 0.293
H 1.348 5.603 0.854
H 2.407 4.612 -0.150
O -3.893 7.685 0.672
C -5.011 8.107 0.639
C -5.457 9.548 0.800
C -6.955 9.402 1.061
C -7.279 8.115 0.314
O -6.088 7.317 0.403
H -5.252 10.081 -0.129
H -4.933 10.021 1.625
H -7.550 10.251 0.731
H -7.130 9.264 2.129
H -7.499 8.291 -0.741
H -8.107 7.567 0.758
*
```